Entry 1:
Density functional theory data (wB97M-V/def2-TZVPD) for C18H12N4O2TeTm as an isolated structure in a non-equilibrium geometry.

CARTESIAN COORDINATES (ANGSTROEM)
1 Tm -4.15 -3.24 13.64
2 O -0.31 -3.82 11.59
3 C -1.30 -3.87 12.32
4 N -1.86 -2.98 13.11
5 C -1.27 -1.71 13.30
6 C -0.13 -1.24 12.67
7 C 0.32 0.03 12.93
8 C -0.32 0.85 13.86
9 C -1.42 0.36 14.55
10 C -1.89 -0.91 14.27
11 N -3.10 -1.48 14.79
12 C -3.61 -1.03 15.95
13 O -3.21 -0.09 16.64
14 C -4.88 -1.76 16.43
15 C -5.51 -1.28 17.55
16 C -6.70 -1.92 17.99
17 C -7.17 -3.02 17.28
18 C -6.49 -3.40 16.15
19 N -5.34 -2.84 15.75
20 C -1.98 -5.20 12.32
21 C -1.21 -6.33 12.07
22 C -1.80 -7.56 11.86
23 C -3.16 -7.62 11.97
24 C -3.86 -6.47 12.40
25 N -3.30 -5.27 12.57
26 H 0.35 -1.82 11.90
27 H 1.21 0.43 12.41
28 H 0.13 1.73 14.19
29 H -1.86 1.00 15.32
30 H -5.14 -0.40 18.06
31 H -7.16 -1.61 18.91
32 H -8.08 -3.48 17.63
33 H -6.88 -4.19 15.50
34 H -0.16 -6.16 11.96
35 H -1.16 -8.44 11.75
36 H -3.73 -8.50 11.79
37 H -4.92 -6.48 12.58
38 Te -6.32 -2.64 12.03

Summary:
**E**: -65744.0020 eV
**Expectation value of S²**: 2.002
**Charge**: -1
**Spin multiplicity**: 3

Entry 2:
Density functional theory data (wB97M-V/def2-TZVPD) for one molecule with the formula C24H32N2O3.

CARTESIAN COORDINATES (ANGSTROEM)
1 C 0.81 -6.39 1.90
2 C -0.71 -6.51 1.81
3 C -1.33 -5.15 1.61
4 C -1.51 -4.63 0.34
5 C -2.04 -3.37 0.15
6 C -2.40 -2.59 1.24
7 C -2.94 -1.19 1.04
8 N -1.98 -0.10 1.00
9 C -1.31 0.24 2.24
10 C 0.00 -0.52 2.49
11 C 0.93 -0.36 1.29
12 C 0.22 -0.86 0.04
13 C 1.09 -0.76 -1.22
14 N 1.39 0.60 -1.60
15 C 0.79 1.18 -2.66
16 O 0.09 0.58 -3.45
17 C 1.11 2.63 -2.86
18 C 1.22 3.07 -4.17
19 C 1.48 4.39 -4.45
20 C 1.64 5.30 -3.42
21 C 1.54 4.89 -2.10
22 O 1.72 5.73 -1.03
23 C 1.97 7.10 -1.28
24 C 1.25 3.54 -1.80
25 O 1.13 3.07 -0.52
26 C 0.43 3.84 0.43
27 C -1.08 -0.05 -0.13
28 C -2.24 -3.11 2.52
29 C -1.71 -4.38 2.70
30 H 1.09 -5.75 2.73
31 H 1.27 -7.36 2.04
32 H 1.21 -5.95 0.99
33 H -1.09 -6.96 2.73
34 H -0.97 -7.16 0.97
35 H -1.23 -5.23 -0.52
36 H -2.18 -2.99 -0.85
37 H -3.49 -1.15 0.10
38 H -3.64 -0.95 1.85
39 H -2.00 0.09 3.07
40 H -1.07 1.31 2.19
41 H 0.47 -0.14 3.40
42 H -0.21 -1.58 2.65
43 H 1.85 -0.93 1.45
44 H 1.20 0.69 1.18
45 H -0.03 -1.91 0.18
46 H 2.03 -1.30 -1.05
47 H 0.57 -1.22 -2.07
48 H 1.88 1.18 -0.94
49 H 1.07 2.35 -4.96
50 H 1.56 4.73 -5.48
51 H 1.86 6.33 -3.65
52 H 1.15 7.56 -1.83
53 H 2.91 7.24 -1.83
54 H 2.05 7.56 -0.30
55 H 1.07 4.60 0.88
56 H 0.11 3.14 1.20
57 H -0.45 4.31 -0.01
58 H -1.62 -0.40 -1.02
59 H -0.82 1.00 -0.29
60 H -2.54 -2.53 3.38
61 H -1.59 -4.77 3.70

Summary:
**E**: -34530.0810 eV
**SMILES**: CCc1ccc(CN2CCC[C@H](CNC(=O)c3cccc(OC)c3OC)C2)cc1

Entry 3:
Density functional theory data (wB97M-V/def2-TZVPD) for one molecule with the formula C14H20N2O2.

CARTESIAN COORDINATES (ANGSTROEM)
1 C 4.80 1.19 1.72
2 C 4.71 0.87 0.22
3 C 6.10 0.65 -0.36
4 N 3.90 -0.30 -0.08
5 C 2.48 -0.19 0.23
6 C 1.68 -1.10 -0.72
7 O 2.08 -2.45 -0.61
8 C 0.19 -1.05 -0.40
9 O -0.25 0.27 -0.64
10 C -1.55 0.61 -0.40
11 C -1.85 1.94 -0.63
12 C -3.12 2.47 -0.45
13 C -4.16 1.68 -0.01
14 C -3.88 0.34 0.23
15 N -4.72 -0.64 0.66
16 C -4.03 -1.81 0.76
17 C -2.73 -1.61 0.40
18 C -2.59 -0.23 0.05
19 H 5.41 2.07 1.88
20 H 5.24 0.36 2.26
21 H 3.81 1.38 2.13
22 H 4.23 1.72 -0.29
23 H 6.02 0.40 -1.41
24 H 6.70 1.55 -0.25
25 H 6.60 -0.16 0.16
26 H 4.30 -1.10 0.40
27 H 2.24 -0.46 1.27
28 H 2.15 0.83 0.05
29 H 1.84 -0.75 -1.75
30 H 3.01 -2.50 -0.83
31 H 0.03 -1.33 0.65
32 H -0.33 -1.76 -1.05
33 H -1.04 2.58 -0.98
34 H -3.29 3.52 -0.65
35 H -5.15 2.08 0.14
36 H -5.69 -0.52 0.86
37 H -4.51 -2.71 1.08
38 H -1.98 -2.38 0.38

Summary:
**E**: -21917.5231 eV
**SMILES**: CC(C)NC[C@@H](O)COc1cccc2[nH]ccc12

Entry 4:
Density functional theory data (wB97M-V/def2-TZVPD) for C26H15BrClF5N4O8P2Y as an isolated structure in a non-equilibrium geometry.

CARTESIAN COORDINATES (ANGSTROEM)
1 Y 0.84 -0.25 -2.59
2 O 3.66 -0.39 -1.80
3 P 3.48 1.19 -2.26
4 O 4.53 2.02 -1.66
5 O 2.01 1.45 -2.05
6 O 3.77 1.02 -3.86
7 P 2.66 0.24 -4.78
8 O 3.56 -0.09 -6.05
9 O 1.53 1.13 -5.10
10 O 2.32 -1.06 -4.06
11 H 4.59 -0.58 -1.93
12 H 4.25 -0.72 -5.83
13 Br -3.87 2.09 10.21
14 C -3.37 2.02 8.37
15 C -3.89 2.97 7.49
16 C -3.57 2.90 6.16
17 C -2.71 1.90 5.68
18 C -2.17 0.98 6.59
19 C -2.51 1.03 7.93
20 N -2.57 1.77 4.33
21 N -1.47 1.33 3.85
22 C -1.44 1.02 2.53
23 C -2.55 1.02 1.68
24 C -2.48 0.62 0.37
25 C -1.26 0.18 -0.20
26 O -1.15 -0.25 -1.39
27 C -0.09 0.18 0.66
28 N 1.07 -0.26 0.11
29 C 2.14 -0.31 0.86
30 C 2.16 0.10 2.20
31 C 1.00 0.57 2.77
32 C -0.18 0.59 2.01
33 H -4.55 3.74 7.85
34 H -3.95 3.63 5.46
35 H -1.50 0.21 6.23
36 H -2.09 0.32 8.63
37 H -3.49 1.36 2.09
38 H -3.36 0.63 -0.26
39 H 3.04 -0.68 0.39
40 H 3.08 0.06 2.77
41 H 0.97 0.92 3.79
42 Cl 4.62 -4.27 -1.09
43 C 2.97 -3.83 -0.86
44 C 2.31 -4.17 0.31
45 C 0.99 -3.78 0.44
46 C 0.41 -3.02 -0.57
47 N 1.06 -2.68 -1.68
48 C 2.31 -3.10 -1.84
49 H 2.81 -4.74 1.08
50 H 0.42 -4.04 1.32
51 H -0.61 -2.67 -0.50
52 H 2.78 -2.86 -2.78
53 F -0.75 -2.32 -5.25
54 C -1.08 -1.01 -5.29
55 C -0.73 -0.23 -4.20
56 C -1.08 1.12 -4.31
57 F -0.69 1.92 -3.25
58 C -1.71 1.68 -5.40
59 F -1.98 3.00 -5.48
60 C -2.04 0.85 -6.46
61 F -2.64 1.35 -7.56
62 C -1.75 -0.51 -6.40
63 F -2.10 -1.31 -7.43

Summary:
**E**: -165331.7217 eV
**Charge**: -1

Entry 5:
Density functional theory data (wB97M-V/def2-TZVPD) for C3H4LiO3Tl as an isolated structure in a non-equilibrium geometry.

CARTESIAN COORDINATES (ANGSTROEM)
1 H -1.51 -2.32 -0.31
2 C -1.55 -1.35 0.24
3 C -2.21 -0.37 -0.72
4 O -2.11 0.92 -0.07
5 C -3.01 2.07 -0.33
6 O -2.57 3.09 0.43
7 Tl -0.09 0.89 1.06
8 O -0.29 -0.89 0.62
9 H -2.20 -1.51 1.14
10 H -3.27 -0.61 -0.89
11 H -3.04 3.90 0.20
12 Li -0.27 -1.12 -1.25

Summary:
**E**: -14211.1084 eV

Entry 6:
Density functional theory data (wB97M-V/def2-TZVPD) for a 5-piece molecular cluster, C17H33FN2O6S overall in a non-equilibrium geometry.

CARTESIAN COORDINATES (ANGSTROEM)
1 C 5.72 -0.91 1.28
2 C 5.28 -0.63 0.17
3 C 4.48 -0.48 -1.19
4 C 3.13 -1.38 -1.13
5 C 1.96 -0.69 -1.97
6 N 0.66 -0.57 -1.24
7 N 0.36 -1.77 -0.57
8 S 0.65 0.79 -0.19
9 O -0.44 1.69 -0.63
10 O 0.50 0.46 1.23
11 F 2.05 1.69 -0.34
12 H 5.85 -1.17 2.37
13 H 4.22 0.62 -1.29
14 H 5.14 -0.79 -2.04
15 H 2.90 -1.52 -0.04
16 H 3.35 -2.39 -1.60
17 H 1.76 -1.38 -2.87
18 H 2.32 0.29 -2.39
19 H -0.39 -1.66 0.12
20 H -0.08 -2.37 -1.31
21 C 4.17 4.06 0.43
22 C 5.39 4.28 -0.42
23 C 5.55 5.63 -1.07
24 O 6.22 3.41 -0.57
25 H 4.19 3.05 0.84
26 H 4.16 4.77 1.25
27 H 3.27 4.18 -0.18
28 H 5.60 6.41 -0.31
29 H 4.71 5.81 -1.75
30 H 6.47 5.65 -1.65
31 C 0.73 6.77 2.29
32 C 1.09 6.29 0.91
33 C -0.03 6.07 -0.07
34 O 2.25 6.08 0.60
35 H 1.64 6.88 2.89
36 H 0.23 7.74 2.23
37 H 0.08 6.04 2.78
38 H -0.56 7.01 -0.23
39 H -0.72 5.32 0.31
40 H 0.38 5.73 -1.02
41 C -3.11 -3.39 0.53
42 C -2.71 -3.86 -0.85
43 C -3.82 -4.09 -1.85
44 O -1.55 -4.05 -1.14
45 H -2.21 -3.27 1.14
46 H -3.62 -2.43 0.46
47 H -3.76 -4.13 1.00
48 H -4.36 -3.16 -2.02
49 H -4.49 -4.86 -1.48
50 H -3.39 -4.42 -2.79
51 C -7.85 -5.08 1.33
52 C -6.66 -5.93 0.97
53 C -6.60 -7.32 1.55
54 O -5.79 -5.51 0.24
55 H -7.76 -4.11 0.84
56 H -8.77 -5.56 0.98
57 H -7.89 -4.93 2.41
58 H -7.47 -7.90 1.21
59 H -6.58 -7.27 2.64
60 H -5.70 -7.82 1.20

Summary:
**E**: -46976.8725 eV
**SMILES**: C#CCCCN(N)S(=O)(=O)F.CC(C)=O.CC(C)=O.CC(C)=O.CC(C)=O

Entry 7:
Density functional theory data (wB97M-V/def2-TZVPD) for one molecule with the formula C15H20N2O4S in a non-equilibrium geometry.

CARTESIAN COORDINATES (ANGSTROEM)
1 O 3.82 1.71 0.20
2 C 3.25 0.65 0.36
3 C 4.01 -0.61 0.81
4 C 5.52 -0.39 0.73
5 C 5.80 -0.81 -0.71
6 C 4.82 -1.96 -0.90
7 O 3.72 -1.72 -0.03
8 N 1.93 0.52 0.16
9 C 1.17 -0.71 0.29
10 C -0.29 -0.39 0.59
11 N -0.90 0.38 -0.48
12 S -2.27 1.21 0.05
13 O -2.62 2.16 -0.96
14 O -2.10 1.68 1.40
15 C -3.45 -0.13 0.04
16 C -3.86 -0.62 -1.19
17 C -4.76 -1.68 -1.22
18 C -5.22 -2.23 -0.03
19 C -4.80 -1.73 1.19
20 C -3.90 -0.67 1.22
21 C 0.05 1.19 -1.23
22 C 1.18 1.67 -0.33
23 H 3.68 -0.86 1.83
24 H 5.77 0.65 0.93
25 H 6.04 -1.04 1.44
26 H 6.83 -1.11 -0.87
27 H 5.56 0.02 -1.38
28 H 4.44 -2.03 -1.93
29 H 5.27 -2.92 -0.63
30 H 1.24 -1.30 -0.63
31 H 1.58 -1.31 1.11
32 H -0.37 0.16 1.53
33 H -0.86 -1.32 0.69
34 H -3.49 -0.16 -2.09
35 H -5.09 -2.08 -2.16
36 H -5.92 -3.05 -0.06
37 H -5.17 -2.15 2.11
38 H -3.56 -0.24 2.15
39 H -0.50 2.03 -1.64
40 H 0.45 0.59 -2.06
41 H 1.88 2.31 -0.87
42 H 0.77 2.24 0.51

Summary:
**E**: -37884.5053 eV
**SMILES**: O=C([C@@H]1CCCO1)N1CCN(S(=O)(=O)c2ccccc2)CC1

Entry 8:
Density functional theory data (wB97M-V/def2-TZVPD) for C28H79Fe2N5O17S2 as an isolated structure in a non-equilibrium geometry.

CARTESIAN COORDINATES (ANGSTROEM)
1 Fe -1.21 -0.06 -2.88
2 Fe -0.89 -1.69 1.79
3 S 0.10 0.78 -0.12
4 O 1.40 1.39 0.13
5 O -0.06 0.37 -1.50
6 O -0.17 -0.24 0.83
7 O -0.99 1.78 0.02
8 S -2.19 -2.05 -0.50
9 O -2.44 -1.25 0.68
10 O -2.00 -1.27 -1.73
11 O -0.97 -2.54 0.15
12 O -3.21 -3.06 -0.57
13 C -0.40 -3.60 -3.21
14 C 0.67 -2.44 -3.00
15 C 2.13 -2.78 -3.40
16 O 2.15 -2.74 -4.82
17 C 3.54 -2.97 -5.20
18 N 0.17 -1.25 -3.79
19 H -1.40 -3.34 -2.87
20 H -0.07 -4.51 -2.70
21 H -0.45 -3.90 -4.26
22 H 0.76 -2.19 -1.95
23 H 2.41 -3.75 -3.01
24 H 2.85 -2.01 -3.10
25 H 4.15 -2.10 -4.99
26 H 3.52 -3.19 -6.27
27 H 3.95 -3.89 -4.78
28 H 1.05 -0.89 -4.14
29 H -0.16 -1.70 -4.63
30 C 2.18 -2.98 0.38
31 C 1.77 -3.35 1.87
32 C 2.98 -3.46 2.81
33 O 2.43 -3.70 4.12
34 C 3.22 -3.21 5.20
35 N 0.98 -2.23 2.40
36 H 2.46 -1.93 0.25
37 H 1.30 -3.28 -0.20
38 H 3.07 -3.48 0.01
39 H 1.15 -4.24 1.91
40 H 3.53 -2.53 2.66
41 H 3.67 -4.21 2.43
42 H 4.13 -3.79 5.34
43 H 2.58 -3.03 6.06
44 H 3.60 -2.26 4.82
45 H 1.07 -2.53 3.36
46 H 1.72 -1.55 2.38
47 C -0.39 1.05 5.21
48 C -0.12 -0.29 4.55
49 C -0.28 -1.40 5.56
50 O -0.14 -2.63 4.91
51 C -0.19 -3.72 5.72
52 N -1.19 -0.40 3.48
53 H -1.39 1.41 5.44
54 H -0.02 1.89 4.63
55 H 0.10 1.13 6.19
56 H 0.89 -0.17 4.17
57 H -1.35 -1.41 5.75
58 H 0.42 -1.52 6.39
59 H 0.03 -4.61 5.12
60 H -1.08 -3.85 6.34
61 H 0.62 -3.78 6.44
62 H -1.34 0.51 3.07
63 H -2.05 -0.45 4.00
64 C -2.96 0.40 -6.87
65 C -1.86 0.38 -5.70
66 C -1.38 1.74 -5.23
67 O -0.70 1.52 -3.99
68 C -0.02 2.71 -3.53
69 N -2.35 -0.43 -4.58
70 H -3.70 -0.40 -6.88
71 H -2.58 0.28 -7.88
72 H -3.52 1.34 -6.84
73 H -0.90 -0.03 -6.00
74 H -2.27 2.37 -5.20
75 H -0.77 2.27 -5.96
76 H 0.83 2.92 -4.18
77 H 0.18 2.59 -2.46
78 H -0.59 3.61 -3.77
79 H -3.29 -0.17 -4.35
80 H -2.55 -1.27 -5.10
81 C -4.08 2.37 -0.52
82 C -3.79 1.26 -1.53
83 C -4.90 1.16 -2.59
84 O -4.64 0.15 -3.53
85 C -5.77 -0.36 -4.24
86 N -2.52 1.45 -2.15
87 H -4.34 3.35 -0.93
88 H -3.20 2.63 0.07
89 H -4.86 2.15 0.21
90 H -3.78 0.29 -1.02
91 H -5.09 2.09 -3.13
92 H -5.88 1.13 -2.09
93 H -5.84 -1.43 -4.02
94 H -5.64 -0.09 -5.29
95 H -6.66 0.09 -3.80
96 H -2.65 2.41 -2.44
97 H -1.93 1.71 -1.38
98 C 4.67 0.05 -1.36
99 C 4.40 1.62 -1.40
100 O 3.05 1.83 -1.78
101 H 4.84 -0.46 -2.31
102 H 3.92 -0.44 -0.75
103 H 5.58 -0.13 -0.79
104 H 5.03 2.17 -2.10
105 H 4.69 2.09 -0.46
106 H 2.56 1.63 -0.98
107 C -3.00 3.48 4.26
108 C -2.41 3.40 2.82
109 O -2.07 2.03 2.50
110 H -2.29 3.27 5.06
111 H -3.82 2.77 4.22
112 H -3.43 4.43 4.60
113 H -1.51 4.00 2.74
114 H -3.16 3.77 2.12
115 H -1.61 1.96 1.66
116 C 1.30 5.41 2.51
117 C 0.95 4.16 1.74
118 O 2.16 3.65 1.05
119 H 2.17 5.36 3.17
120 H 0.44 5.65 3.15
121 H 1.46 6.26 1.86
122 H 0.18 4.16 0.96
123 H 0.55 3.42 2.43
124 H 2.06 2.73 0.80
125 C 3.45 1.00 4.05
126 C 3.75 0.59 2.62
127 O 2.62 -0.02 2.08
128 H 4.35 1.43 4.51
129 H 3.07 0.13 4.59
130 H 2.64 1.70 4.25
131 H 4.49 -0.21 2.67
132 H 4.17 1.37 1.98
133 H 2.13 0.58 1.50

Summary:
**E**: -163003.1362 eV
**Expectation value of S²**: 30.012
**Charge**: +2
**Spin multiplicity**: 11